# 1
Computed, not measured: C27H31BrCl21N2O2PS2 as an isolated structure in a non-equilibrium geometry, with the ωB97M-V functional and the def2-TZVPD basis.

Results
* total energy: -14682.8545 a.u.
* Kohn-Sham gap: 7.85 eV
* HOMO: -8.1 eV

Structure (ORCA input):
```
! wB97M-V def2-TZVPD RIJCOSX def2/J DEFGRID3
* xyz 0 1
C 1.1194 1.0622 -7.3159
C -3.6177 2.4572 -0.8970
Cl 4.9437 -5.5652 0.7235
H -4.2849 1.5623 -0.9030
H -3.1750 2.6817 -1.9067
Br 2.7412 -3.1065 2.5375
C 2.8611 4.2692 6.1577
H 3.3092 -0.0486 4.4290
C 0.6732 -0.1184 0.5175
C 4.9130 -0.7834 -0.3451
H -0.8116 -1.5292 2.8113
C 0.0719 -2.2051 2.9984
H 5.2763 -1.1323 -1.3401
N 1.5080 -0.6208 1.5896
O 2.1495 1.4621 3.3955
H -2.7837 1.0914 1.9337
C 3.8550 0.1692 2.2458
H -1.7633 1.3304 -2.4701
H 5.9487 0.8010 2.6695
C -0.4223 0.7961 0.7881
C -4.6995 -2.0230 -9.0164
H -4.1900 3.3892 -0.6203
H -0.5846 1.0752 1.8564
Cl 3.2651 4.7941 4.5189
H -0.5877 -0.0303 -4.5407
Cl -3.6493 6.1744 4.7444
S 2.2998 -1.6120 -1.1949
C -5.0614 6.0341 3.6925
H -4.0882 -2.9091 -9.1542
H -0.5775 -6.6713 -1.6640
C -4.2684 -0.5352 -4.0804
C -1.1947 -5.7880 -1.5354
Cl 0.1768 1.3357 -8.7857
C -0.4289 -3.6891 3.2163
C -2.4391 2.3614 0.1606
Cl -2.3640 -6.1109 -0.2474
C -1.3100 1.3496 -0.2554
H 0.2894 -4.4694 2.8664
C 3.3796 0.7318 3.6322
Cl -2.0255 -5.4646 -3.0612
Cl 2.2340 2.6146 6.1355
Cl 5.8062 -2.8547 1.3311
C 2.9275 -0.4559 1.2834
H -4.3898 0.2512 -4.8193
Cl 4.2754 4.3995 7.2175
N 1.2583 1.3332 4.4482
Cl -3.8818 -2.0362 -4.9263
H 4.1550 1.4900 3.9487
C 6.0346 -4.5705 1.6969
H 7.0555 -4.8410 1.4469
H 1.1857 2.0006 -6.7740
S 0.2599 -2.5365 -3.8523
H -0.5939 -3.8731 4.3168
H 0.8207 -2.5738 0.9522
C 0.8766 -0.5024 -0.9001
C -1.0933 0.9277 -1.6479
Cl 5.7852 -4.8799 3.4219
H 1.6757 -0.1390 -4.0931
H 2.0858 4.9234 6.5440
Cl -0.1456 -4.4371 -1.0998
Cl -3.6455 -0.6951 -8.5125
H -2.4744 4.1557 2.4624
P 0.3878 -0.5830 -3.6940
Cl -5.6795 4.3804 3.7057
Cl -2.9446 -0.0766 -2.9919
H -2.0385 2.8031 3.6365
H 6.9161 -0.1100 0.3733
C 0.0175 0.0016 -1.9512
Cl -4.6609 6.5355 2.0451
Cl 0.3181 -0.1268 -6.2718
Cl -5.7850 -0.6945 -3.1846
H -5.8373 6.6920 4.0704
C 5.2860 0.3046 1.9159
C -2.0467 3.1250 2.5636
Cl 2.7578 0.5345 -7.7137
Cl -5.4827 -1.6445 -10.5550
C -2.9510 2.1619 1.6485
C 5.8467 -0.1659 0.6635
C 1.1730 -2.0596 1.8909
H -0.9794 3.1478 2.2129
H -1.9474 3.3809 0.1405
H -1.4243 -3.8955 2.7330
Cl -5.9050 -2.3688 -7.7719
O 0.2913 0.7540 4.0912
H -4.0275 2.4750 1.7491
C 3.5100 -0.8992 -0.0122
H 0.5399 -1.8887 3.9753
*
```

Atom charges from the Löwdin analysis, given in e for atoms 1 to 2: -1.484, -0.089


# 2
Computed, not measured: one molecule with the formula C18H22ClN3O3 in a non-equilibrium geometry, with the ωB97M-V functional and the def2-TZVPD basis.

Results
* total energy: -1549.2981 a.u.
* SMILES string: CCOCCCNC(=O)CCn1nc(-c2ccc(Cl)cc2)ccc1=O
* Kohn-Sham gap: 8.45 eV
* relative energy (zero: lowest compared OMol25 entry of this formula, charge and spin): 28.3 kcal per mole
* HOMO: -8.8 eV

Structure (ORCA input):
```
! wB97M-V def2-TZVPD RIJCOSX def2/J DEFGRID3
* xyz 0 1
H 0.6554 -1.1945 -0.1747
H 5.3836 -0.3119 -2.3995
C -0.8515 2.9475 -0.3121
C -2.1028 2.4332 -0.3010
C 6.1868 -2.3120 -0.2860
C -4.7048 0.9682 -0.7297
H 7.1082 -2.6106 0.2203
H 4.4209 -0.7812 -0.9769
C 5.0881 1.1840 0.7153
C -5.9344 0.3390 -0.6926
H 5.7139 -4.3146 -0.9129
H 6.6310 -3.3829 -2.1066
H 1.3191 0.6972 2.0167
H -0.6598 4.0059 -0.3974
N 3.6816 0.9580 0.9549
C -4.9493 -1.5055 0.5049
O 6.4680 -1.0270 -0.8015
C 5.8364 -3.3346 -1.3656
H -2.8566 -1.3324 0.9045
C 1.0661 -0.2149 0.0684
H -4.6214 1.9170 -1.2371
N -0.0144 0.7433 -0.0742
C 3.1860 -0.1808 1.4616
C -3.7248 -0.8716 0.4613
O 3.8535 -1.1099 1.8702
H 5.6460 0.4076 1.2430
H 4.9094 -3.0660 -1.8680
H 5.3798 -2.2542 0.4572
H -2.9660 3.0771 -0.3617
H 4.7117 1.7502 -1.3330
H 1.3286 -1.0717 2.0526
C 1.6549 -0.1980 1.4901
H 3.0358 1.6466 0.5777
H 5.3599 2.1629 1.1207
O 1.4705 2.4549 -0.1930
N -1.2286 0.2425 -0.0630
C -6.0541 -0.8942 -0.0707
Cl -7.5909 -1.6776 -0.0170
C -2.2698 1.0217 -0.1756
C -3.5847 0.3755 -0.1495
H -5.0533 -2.4670 0.9824
H 6.4250 1.5059 -0.9398
H 1.8350 0.0511 -0.6631
H -6.7978 0.7997 -1.1463
C 5.3578 -0.3107 -1.2997
C 0.3023 2.0883 -0.1953
C 5.4163 1.1267 -0.7791
*
```

Atom charges from the Löwdin analysis, given in e for atoms 1 to 2: 0.130, 0.124


# 3
Computed, not measured: C32H33IN6O4PTi as an isolated structure in a non-equilibrium geometry, with the ωB97M-V functional and the def2-TZVPD basis.

Results
* total energy: -3356.8841 a.u.
* Kohn-Sham gap (alpha / beta): 3.48 / 6.79 eV
* relative energy (zero: lowest compared OMol25 entry of this formula, charge and spin): 25.1 kcal per mole
* HOMO (alpha / beta): -6.7 / -10.0 eV

Structure (ORCA input):
```
! wB97M-V def2-TZVPD RIJCOSX def2/J DEFGRID3
* xyz 1 3
C -2.5524 2.0821 4.7070
H 1.1722 0.4336 -4.7758
C -1.5321 -1.1445 -6.0294
H -6.9910 -3.1499 0.4926
C -4.7431 -3.3721 -2.0403
C -6.2829 -2.7816 -0.2486
C -3.8834 -2.3054 -1.6703
N -2.2784 -0.3089 -0.9366
C 2.7456 5.0684 3.5514
O 0.2072 2.7647 -0.6616
H -1.6203 -2.2477 0.8256
I 3.2531 5.3231 5.5622
H -2.0466 -1.4428 -6.9674
H -3.8508 0.6500 0.1248
H 5.5996 -3.2313 -0.7380
C -2.1532 -1.4454 -4.8193
C -1.5715 -1.2286 -3.5459
H -0.2621 0.7865 5.4796
H -0.1111 -3.4685 -2.9752
C -0.0241 -3.4788 -1.8950
H 0.0443 0.0815 -6.9098
H 0.0451 -3.6409 1.9319
N 1.7514 4.3088 1.6112
C -0.3265 -0.5331 -3.5260
C -0.3226 -0.4171 -5.9704
C 0.0591 -3.5694 0.8332
C 6.4192 -1.3619 -1.5934
C -3.4910 -0.2603 -0.4712
N -1.3712 1.6525 4.0188
H 0.2690 -0.4483 -2.6086
H -3.1476 -1.9207 -4.8352
O -0.0739 2.0440 2.1668
N 3.3951 0.4357 0.3946
H 4.2802 -1.9715 0.9456
H 7.2265 0.5523 -2.0688
C 5.6272 -2.0977 -0.7559
H -2.5166 3.1734 4.8043
N 2.7654 5.1897 1.3391
H -5.7127 -1.0424 0.9179
C -1.9845 3.4761 2.5373
H -6.6511 -4.2028 -1.9424
C 4.5123 -0.0846 -0.1114
N 2.3581 -0.2915 0.8466
C 5.3967 0.7033 -0.8771
P -2.1932 -1.7493 -1.9847
H -1.6492 3.8598 1.5345
C -0.9268 -2.8000 0.2058
C 1.0823 -4.1606 0.1331
H -3.0279 3.1047 2.5235
H -1.1663 -0.4024 4.5786
C -6.0177 -3.4572 -1.4792
C 4.7898 -1.4403 0.1549
H 1.7726 -4.6803 -1.8579
H -3.4760 1.7720 4.1982
C -4.4082 -1.3712 -0.7484
C 0.2706 -0.1842 -4.7299
C 3.3693 5.6543 2.4553
C 6.4098 0.0491 -1.5559
Ti 1.2642 2.4041 0.7151
H 0.9028 3.8660 3.5644
H 1.8715 -4.7652 0.5742
C -1.0898 2.3359 2.9041
H 4.1997 6.3696 2.4231
O 1.2289 0.4266 0.8616
H -4.4030 -4.0091 -2.8513
C 1.6982 4.3159 3.0192
C -0.5781 0.5391 4.4645
C -0.9385 -2.7422 -1.1503
H -0.3202 2.0150 -1.0420
H -2.5904 1.6724 5.7596
H 7.0774 -1.8515 -2.2857
H -1.9629 4.3315 3.2147
O 3.0824 1.8302 0.1993
H 0.2788 0.3164 3.8000
C -5.5484 -1.6443 0.0454
H 2.9943 5.4705 0.3992
C 1.0346 -4.1532 -1.2781
H 5.3426 1.7997 -0.8820
*
```

Atom charges from the Löwdin analysis, given in e for atoms 1 to 2: -0.046, 0.108


# 4
Computed, not measured: an isolated ion of composition C4H9INO and charge +1 in a non-equilibrium geometry, with the ωB97M-V functional and the def2-TZVPD basis.

Results
* total energy: -585.0900 a.u.
* SMILES string: CCC[N+](=O)CI
* Kohn-Sham gap: 7.10 eV
* relative energy (zero: lowest compared OMol25 entry of this formula, charge and spin): 88.4 kcal per mole
* HOMO: -14.5 eV

Structure (ORCA input):
```
! wB97M-V def2-TZVPD RIJCOSX def2/J DEFGRID3
* xyz 1 1
C 2.1260 0.6247 1.0662
H -2.0863 -1.9071 -0.5446
H -1.1103 1.1256 -0.2662
H 1.9831 0.1540 2.0823
C -2.1075 -0.7759 -0.7323
H -3.0835 -0.4694 -0.6298
O 0.7679 1.9377 -0.1295
H -2.0356 -0.6828 -1.7990
C 0.2738 -0.2973 -0.2924
C -1.2236 0.1071 0.1199
H 0.2337 -0.3415 -1.4548
H 0.6559 -1.2424 0.0892
N 1.0501 0.7620 0.1849
I 3.5743 -0.5438 0.0035
H -1.4257 -0.0916 1.1264
H 2.4076 1.6406 1.1761
*
```

Atom charges from the Löwdin analysis, given in e for atoms 1 to 2: -0.522, 0.128


# 5
Computed, not measured: one molecule with the formula CH4NOPS in a non-equilibrium geometry, with the ωB97M-V functional and the def2-TZVPD basis.

Results
* total energy: -909.9191 a.u.
* SMILES string: C1ONSP1
* Kohn-Sham gap: 8.79 eV
* relative energy (zero: lowest compared OMol25 entry of this formula, charge and spin): 53.9 kcal per mole
* HOMO: -8.4 eV

Structure (ORCA input):
```
! wB97M-V def2-TZVPD RIJCOSX def2/J DEFGRID3
* xyz 0 1
H 1.8826 0.5974 0.0801
O 0.5997 -1.0104 -0.6092
C 0.9209 0.2334 0.1566
P -0.2836 1.5364 -0.4367
N -0.6541 -1.3982 -0.0956
H -0.2194 2.1913 0.8010
S -1.7676 -0.0438 -0.3952
H 0.6746 0.0218 1.2122
H -1.1532 -2.1280 -0.7132
*
```

Atom charges from the Löwdin analysis, given in e for atoms 1 to 2: 0.045, -0.305


# 6
Computed, not measured: C12H24Cl3FeO6Si as an isolated structure in a non-equilibrium geometry, with the ωB97M-V functional and the def2-TZVPD basis.

Results
* total energy: -3856.7266 a.u.
* Kohn-Sham gap (alpha / beta): 9.01 / 9.04 eV
* HOMO (alpha / beta): -11.1 / -11.7 eV

Structure (ORCA input):
```
! wB97M-V def2-TZVPD RIJCOSX def2/J DEFGRID3
* xyz 1 5
H 7.3000 10.4386 3.4927
O 8.5086 10.3112 7.9071
H 9.1734 5.8614 6.7167
O 9.2274 7.7583 7.4576
C 6.8432 11.8196 7.3057
H 5.6683 4.9931 5.6855
H 5.3216 10.0380 5.0477
C 7.6618 7.9826 4.1921
H 10.4190 6.1545 7.9347
H 10.4393 10.5981 8.6857
C 6.4789 4.9867 7.6440
H 10.3988 10.0869 6.9999
O 7.1513 6.0131 8.4052
C 6.0932 10.7830 5.2553
Fe 7.2504 8.5812 7.3786
H 8.6685 6.2616 9.7075
H 6.3595 11.8350 8.2823
Cl 4.4442 6.9926 9.5761
O 6.7047 6.7923 5.9821
O 7.8521 9.1260 5.0781
H 6.2739 6.3978 3.9731
C 9.9042 9.9381 7.9872
H 8.9190 11.8101 6.5636
Si 5.0530 8.6473 8.3910
H 10.9905 8.1674 8.4943
H 5.8761 11.8265 4.9526
Cl 4.4515 10.3846 9.3703
O 6.2243 10.7211 6.6521
C 9.9532 8.5173 8.4190
H 8.5819 7.4073 4.2442
C 8.4951 5.7744 8.7629
C 8.3363 11.6638 7.4794
Cl 3.6241 8.5215 6.8417
H 7.2433 4.2757 7.3140
H 6.5408 12.7876 6.8152
C 5.8070 5.7154 6.4549
C 9.3985 6.3273 7.6924
H 7.5343 8.2508 3.1717
H 4.8909 6.1717 6.8276
H 9.5032 8.4370 9.4222
H 8.7403 4.6803 8.9102
H 8.1504 11.1584 4.7365
H 5.5502 7.8791 4.6238
C 7.3951 10.3929 4.5438
C 6.4380 7.2261 4.6326
H 8.7042 12.3563 8.2251
H 5.7315 4.5927 8.3078
*
```

Atom charges from the Löwdin analysis, given in e for atoms 1 to 2: 0.121, -0.211